[1]
The molecule C21H24N2O5S in a non-equilibrium geometry, computed with ωB97M-V with the def2-TZVPD basis set.

Last column: Mulliken charge in e.
Geometry (Å):
C: 3.521 3.675 4.959  -1.54
C: 3.121 2.768 3.837  0.57
C: 2.018 1.937 3.955  -1.04
C: 1.639 1.066 2.939  0.99
C: 0.445 0.193 3.160  -1.54
C: 2.397 1.047 1.768  0.31
S: 1.996 -0.038 0.388  1.37
O: 3.136 -0.837 0.045  -0.79
O: 0.767 -0.744 0.622  -0.47
N: 1.795 1.110 -0.839  0.34
C: 2.131 0.681 -2.187  -0.75
C: 0.887 0.625 -3.082  -1.07
N: -0.253 0.176 -2.317  0.25
C: -0.841 -1.007 -2.626  0.21
O: -0.457 -1.693 -3.553  -0.67
C: -2.035 -1.397 -1.807  0.21
C: -1.884 -1.927 -0.534  -0.28
C: -2.983 -2.371 0.199  -1.22
C: -4.218 -2.267 -0.394  1.09
C: -4.370 -1.742 -1.678  0.73
C: -3.294 -1.304 -2.409  -0.91
O: -5.697 -1.753 -2.019  -0.50
C: -6.373 -2.328 -0.923  -0.25
O: -5.447 -2.621 0.100  -0.49
C: -0.657 1.047 -1.236  -0.63
C: 0.562 1.848 -0.734  -1.01
C: 3.520 1.862 1.625  0.70
C: 4.360 1.857 0.389  -1.73
C: 3.862 2.714 2.667  -1.01
H: 4.041 4.552 4.583  0.38
H: 4.193 3.148 5.636  0.30
H: 2.652 3.994 5.529  0.39
H: 1.436 1.961 4.865  0.37
H: 0.706 -0.854 3.025  0.36
H: -0.340 0.414 2.440  0.25
H: 0.055 0.338 4.165  0.38
H: 2.594 -0.303 -2.100  0.53
H: 2.866 1.377 -2.611  0.31
H: 0.669 1.616 -3.496  0.32
H: 1.033 -0.082 -3.901  0.48
H: -0.899 -1.987 -0.098  0.60
H: -2.871 -2.783 1.187  0.46
H: -3.412 -0.915 -3.407  0.50
H: -6.874 -3.257 -1.244  0.25
H: -7.130 -1.622 -0.544  0.24
H: -1.437 1.743 -1.578  0.40
H: -1.059 0.440 -0.425  0.36
H: 0.428 2.110 0.317  0.40
H: 0.677 2.774 -1.307  0.42
H: 3.875 2.437 -0.393  0.23
H: 4.489 0.844 0.022  0.30
H: 5.333 2.297 0.594  0.50
H: 4.731 3.347 2.561  0.40

Energy above the lowest of the compared OMol25 structures with the same formula, charge and spin (kcal/mol): 57.4
E_LUMO (eV): 0.583
SMILES string: Cc1cc(C)c(S(=O)(=O)N2CCN(C(=O)c3ccc4c(c3)OCO4)CC2)c(C)c1
Charge: 0
E_HOMO (eV): -8.1

[2]
The ion C2H6NOS with charge +1 in a non-equilibrium geometry, computed with ωB97M-V with the def2-TZVPD basis set.

Last column: Mulliken charge in e.
Geometry (Å):
C: 0.034 -0.928 -0.532  -0.11
C: 0.539 0.797 1.143  -0.78
N: -0.137 0.234 0.011  0.36
O: -1.191 0.946 -0.499  -0.40
S: -0.934 -1.424 -1.837  0.06
H: 0.902 -1.781 -0.092  0.24
H: -0.146 0.849 1.998  0.33
H: 0.875 1.813 0.908  0.31
H: 1.401 0.190 1.406  0.34
H: -1.019 1.904 -0.475  0.39
H: -0.325 -2.601 -2.031  0.25

<S²>: 2.007
Energy above the lowest of the compared OMol25 structures with the same formula, charge and spin (kcal/mol): 60.2
2S+1: 3
E_LUMO (alpha / beta) (eV): -3.554 / -8.435
Charge: +1
E_HOMO (alpha / beta) (eV): -11.2 / -16.0

[3]
A structure of composition C6H12, computed with ωB97M-V with the def2-TZVPD basis set.

Last column: Mulliken charge in e.
Geometry (Å):
C: 1.630 1.081 0.616  -1.23
C: 0.541 0.076 0.670  -0.08
C: -0.509 1.013 -0.878  -1.33
C: 0.587 -1.280 0.015  -0.54
C: -0.934 -1.509 0.062  -0.57
C: -1.381 -0.064 0.353  -0.43
H: 1.287 2.090 0.878  0.30
H: 2.317 0.769 1.412  0.37
H: 2.187 1.144 -0.341  0.37
H: -0.949 1.986 -0.649  0.29
H: -1.011 0.557 -1.731  0.46
H: 0.511 1.202 -1.227  0.44
H: 1.006 -1.377 -1.006  0.23
H: 1.162 -1.959 0.658  0.35
H: -1.232 -2.204 0.856  0.27
H: -1.361 -1.879 -0.876  0.28
H: -1.600 0.143 1.402  0.41
H: -2.290 0.214 -0.199  0.43

Energy above the lowest of the compared OMol25 structures with the same formula, charge and spin (kcal/mol): 155.1
E_LUMO (eV): 1.070
Charge: 0
E_HOMO (eV): -6.7

[4]
A cluster of 3 separate species, C5H13NO2 in total in a non-equilibrium geometry, computed with ωB97M-V with the def2-TZVPD basis set.

Last column: Mulliken charge in e.
Geometry (Å):
C: -1.493 -1.237 -0.124  -0.04
C: -0.616 0.623 -0.959  -1.00
C: -1.302 1.637 -0.061  -0.97
O: -1.370 -1.002 1.256  -0.43
O: -1.018 -2.288 -0.594  -0.73
H: -1.126 -1.854 1.643  0.34
H: 0.662 -2.224 -0.152  0.37
H: -2.418 -0.801 -0.508  0.47
H: 0.234 1.112 -1.433  0.43
H: -1.200 0.318 -1.828  0.45
H: -2.335 1.361 0.160  0.34
H: -1.316 2.638 -0.506  0.33
H: -0.798 1.715 0.906  0.19
C: 2.017 0.765 0.427  -1.23
C: 1.424 -0.388 -0.311  0.24
N: 1.334 -1.565 0.299  -0.48
H: 1.241 -1.525 1.306  0.26
H: 1.559 -0.454 -1.382  0.44
H: 1.916 1.689 -0.137  0.32
H: 1.523 0.890 1.393  0.32
H: 3.083 0.590 0.604  0.35

Energy above the lowest of the compared OMol25 structures with the same formula, charge and spin (kcal/mol): 98.3
E_LUMO (eV): 0.674
Charge: 0
E_HOMO (eV): -7.5

[5]
A cluster of 2 separate species, C3H9OPS in total in a non-equilibrium geometry, computed with ωB97M-V with the def2-TZVPD basis set.

Last column: Mulliken charge in e.
Geometry (Å):
C: -0.292 1.877 -0.959  -1.10
C: -0.550 -1.981 2.058  -0.96
C: 0.871 1.253 -0.165  -0.26
O: 1.680 -1.210 0.429  -0.56
P: -1.355 -1.155 0.598  -0.02
S: 0.543 -0.554 -0.197  0.23
H: -1.213 2.149 -0.414  0.32
H: -0.069 2.885 -1.313  0.35
H: -0.479 1.215 -1.673  0.31
H: -1.316 -2.309 2.750  0.33
H: 0.000 -2.748 1.711  0.32
H: 0.062 -1.223 2.507  0.28
H: 0.830 1.599 0.798  0.31
H: 1.787 1.502 -0.768  0.28
H: 0.430 -0.542 -2.052  0.17

Energy above the lowest of the compared OMol25 structures with the same formula, charge and spin (kcal/mol): 150.5
E_LUMO (alpha / beta) (eV): -0.695 / -0.694
Charge: 0
E_HOMO (alpha / beta) (eV): -7.4 / -7.4

[6]
A structure of composition C37H30Cl2MnN3P2SSe in a non-equilibrium geometry, computed with ωB97M-V with the def2-TZVPD basis set.

Last column: Mulliken charge in e.
Geometry (Å):
Mn: 1.262 0.490 -0.242  0.55
Cl: 3.204 1.994 -0.729  -0.24
C: 3.993 2.267 0.814  0.93
C: 5.279 2.768 0.788  -0.86
C: 5.925 2.974 1.992  -0.38
C: 5.280 2.667 3.178  -0.81
C: 3.987 2.168 3.168  0.20
Cl: 3.244 1.794 4.687  -0.19
C: 3.277 1.960 1.974  -0.31
S: 1.623 1.401 1.966  -0.07
H: 5.763 2.995 -0.153  0.45
H: 6.933 3.369 2.004  0.38
H: 5.778 2.810 4.129  0.44
C: -3.028 -1.718 -0.479  -1.27
N: -1.660 -1.356 -0.042  0.30
P: -1.228 0.305 -0.080  1.45
C: -1.727 0.927 1.555  0.19
C: -1.555 2.285 1.829  -0.31
C: -1.855 2.787 3.083  -0.63
C: -2.318 1.933 4.078  -0.61
C: -2.488 0.583 3.814  -0.67
C: -2.186 0.078 2.553  -0.42
C: -2.410 1.108 -1.210  0.00
C: -2.108 1.148 -2.572  -0.27
C: -2.977 1.744 -3.475  -0.68
C: -4.159 2.309 -3.020  -0.55
C: -4.481 2.254 -1.670  -0.77
C: -3.614 1.657 -0.766  -0.42
P: -0.425 -2.484 -0.570  -0.13
C: -0.973 -4.029 0.224  0.74
C: -0.421 -5.198 -0.295  -0.78
C: -0.727 -6.431 0.268  -0.64
C: -1.613 -6.503 1.334  -0.56
C: -2.187 -5.342 1.840  -0.95
C: -1.866 -4.109 1.290  0.30
C: 0.946 -2.040 0.577  0.61
C: 0.774 -2.056 1.964  0.09
C: 1.854 -1.886 2.813  -0.84
C: 3.130 -1.696 2.296  -0.62
C: 3.322 -1.676 0.928  -0.67
C: 2.238 -1.845 0.068  -0.41
H: -3.758 -1.328 0.231  0.26
H: -3.128 -2.800 -0.503  0.60
H: -3.271 -1.329 -1.470  0.31
H: -1.182 2.949 1.059  0.45
H: -1.715 3.841 3.292  0.44
H: -2.538 2.322 5.065  0.39
H: -2.852 -0.081 4.589  0.43
H: -2.314 -0.976 2.339  0.24
H: -1.197 0.688 -2.934  0.48
H: -2.730 1.768 -4.530  0.49
H: -4.834 2.789 -3.719  0.41
H: -5.412 2.679 -1.316  0.44
H: -3.875 1.621 0.284  0.46
H: 0.253 -5.146 -1.145  0.39
H: -0.284 -7.334 -0.135  0.41
H: -1.865 -7.465 1.764  0.39
H: -2.889 -5.398 2.664  0.44
H: -2.322 -3.209 1.692  0.21
H: -0.209 -2.236 2.379  0.29
H: 1.701 -1.895 3.887  0.42
H: 3.973 -1.563 2.963  0.45
H: 4.318 -1.553 0.520  0.54
H: 2.433 -1.978 -0.987  0.40
Se: 1.292 -1.257 -3.606  0.32
N: 1.295 0.202 -2.565  -0.03
C: 1.109 1.240 -3.384  0.35
C: 0.928 2.605 -2.981  -0.20
C: 0.746 3.547 -3.936  -1.03
C: 0.713 3.226 -5.337  -0.54
C: 0.832 1.951 -5.766  -0.83
C: 1.024 0.917 -4.793  1.09
N: 1.112 -0.365 -5.092  -0.77
H: 0.891 2.873 -1.937  0.38
H: 0.607 4.579 -3.635  0.44
H: 0.565 4.023 -6.055  0.42
H: 0.778 1.687 -6.814  0.49

<S²>: 8.758
Energy above the lowest of the compared OMol25 structures with the same formula, charge and spin (kcal/mol): 26.6
2S+1: 6
E_LUMO (alpha / beta) (eV): -3.810 / -3.872
Charge: +1
E_HOMO (alpha / beta) (eV): -10.1 / -10.2